Record 1
Density functional theory data (ωB97M-V/def2-TZVPD) for a molecular structure, C21H36Cl3N2O4RuSi.

Atoms and positions in Å:
Ru1 0.45 -1.01 3.26
Cl1 -1.42 -0.67 1.75
Cl2 0.36 -3.16 2.31
Cl3 -0.21 0.13 5.06
Si1 -3.41 -0.78 2.82
O1 2.09 -0.62 1.55
O2 -1.14 0.50 -1.09
O3 0.27 1.46 2.37
O4 2.94 -2.28 4.29
N1 3.89 -1.37 0.39
N2 -0.05 2.95 0.61
C1 -4.91 -0.84 1.72
C2 -1.47 3.18 0.74
C3 -2.09 1.57 -4.60
C4 1.71 0.61 -2.07
C5 2.64 -1.51 0.84
C6 -3.62 0.72 3.96
C7 -0.50 -0.56 -1.73
C8 -1.15 0.83 -3.74
C9 3.60 -0.54 -3.07
C10 2.81 -1.70 -3.21
C11 -1.56 0.04 -2.70
C12 4.55 -0.09 0.60
C13 0.94 -0.53 -2.15
C14 1.95 -1.74 4.02
C15 0.64 2.01 1.33
C16 3.05 0.60 -2.48
C17 -2.97 -0.46 -2.48
C18 1.50 -1.70 -2.71
C19 0.62 3.65 -0.48
C20 4.67 -2.48 -0.14
C21 -3.19 -2.29 3.87
H1 5.60 -2.58 0.45
H2 1.61 1.78 0.86
H3 -5.07 0.15 1.26
H4 -3.43 -2.00 4.89
H5 -1.54 2.42 -5.02
H6 0.91 -2.61 -2.78
H7 -0.83 -1.53 -1.35
H8 3.65 1.49 -2.34
H9 -3.67 0.34 -2.72
H10 -0.10 1.00 -3.92
H11 -3.73 0.37 5.00
H12 0.32 4.70 -0.47
H13 -1.77 3.17 1.81
H14 -2.77 1.40 3.92
H15 -5.80 -1.08 2.32
H16 -4.82 -1.58 0.93
H17 -2.06 2.42 0.18
H18 5.61 -0.28 0.84
H19 -3.88 -3.09 3.58
H20 3.23 -2.59 -3.69
H21 4.51 0.54 -0.31
H22 -2.50 1.00 -5.44
H23 0.35 3.21 -1.44
H24 -2.94 2.00 -4.04
H25 4.07 0.46 1.42
H26 2.16 -2.46 0.58
H27 1.70 3.56 -0.31
H28 1.26 1.52 -1.67
H29 -3.09 -0.72 -1.43
H30 4.93 -2.32 -1.20
H31 -1.69 4.16 0.30
H32 -4.54 1.26 3.69
H33 -2.17 -2.71 3.84
H34 4.64 -0.57 -3.43
H35 -3.22 -1.34 -3.07
H36 4.10 -3.42 -0.06

The spin multiplicity is 6. As for the HOMO energy (alpha / beta): -5.37 / -8.17 eV. Its frontier orbital gap (alpha / beta) is 5.8386 / 7.3416 eV.

Per-atom Mulliken charges, elementary charge units: atom 1 (Ru): 0.321, atom 2 (Cl): 0.084, atom 3 (Cl): -0.537, atom 4 (Cl): -0.509, atom 5 (Si): 0.565, atom 6 (O): -0.324, atom 7 (O): -0.139, atom 8 (O): -0.529, atom 9 (O): -0.372, atom 10 (N): 0.428, atom 11 (N): 0.263, atom 12 (C): -1.075, atom 13 (C): -0.731, atom 14 (C): -1.512, atom 15 (C): 0.994, atom 16 (C): -0.080, atom 17 (C): -1.051, atom 18 (C): -0.464, atom 19 (C): -0.141, atom 20 (C): -0.525, atom 21 (C): -0.726, atom 22 (C): 0.921, atom 23 (C): -0.905, atom 24 (C): -0.354, atom 25 (C): 0.504, atom 26 (C): 0.370, atom 27 (C): -0.903, atom 28 (C): -1.399, atom 29 (C): -0.464, atom 30 (C): -0.998, atom 31 (C): -0.905, atom 32 (C): -1.022, atom 33 (H): 0.341, atom 34 (H): 0.018, atom 35 (H): 0.278, atom 36 (H): 0.332, atom 37 (H): 0.402, atom 38 (H): 0.458, atom 39 (H): 0.567, atom 40 (H): 0.536, atom 41 (H): 0.388, atom 42 (H): 0.424, atom 43 (H): 0.359, atom 44 (H): 0.394, atom 45 (H): 0.234, atom 46 (H): 0.224, atom 47 (H): 0.356, atom 48 (H): 0.303, atom 49 (H): 0.114, atom 50 (H): 0.415, atom 51 (H): 0.318, atom 52 (H): 0.394, atom 53 (H): 0.122, atom 54 (H): 0.311, atom 55 (H): 0.281, atom 56 (H): 0.390, atom 57 (H): 0.257, atom 58 (H): 0.343, atom 59 (H): 0.326, atom 60 (H): -0.062, atom 61 (H): 0.178, atom 62 (H): 0.293, atom 63 (H): 0.337, atom 64 (H): 0.350, atom 65 (H): 0.258, atom 66 (H): 0.392, atom 67 (H): 0.295, atom 68 (H): 0.289

Record 2
Density functional theory data (ωB97M-V/def2-TZVPD) for a molecular structure, C21H36Cl3N2O4SiYb.

Atoms and positions in Å:
Yb1 0.15 2.79 1.95
Cl1 -1.20 3.48 -0.35
Cl2 1.27 1.33 0.39
Cl3 2.03 4.58 1.33
Si1 2.72 2.79 -0.75
O1 0.98 0.91 3.23
O2 1.30 -0.86 -1.36
O3 -1.84 1.75 2.46
O4 -3.06 5.26 0.58
N1 1.48 -1.16 2.27
N2 -3.74 0.59 1.93
C1 0.68 -0.26 2.89
C2 1.20 -2.60 2.40
C3 3.60 2.06 -2.28
C4 -0.02 -0.70 -1.72
C5 -2.34 -1.33 -1.61
C6 -2.76 1.46 1.65
C7 1.86 4.24 -1.62
C8 -3.82 -0.01 3.26
C9 2.85 -0.85 1.87
C10 -2.19 -2.42 0.95
C11 4.26 3.04 0.34
C12 0.82 -1.78 -2.51
C13 0.62 -3.14 -2.28
C14 1.36 -4.29 -2.83
C15 1.48 -1.29 -3.78
C16 -1.13 -1.23 -0.90
C17 -3.45 -2.01 -1.09
C18 -1.10 -1.72 0.41
C19 -4.93 0.56 1.08
C20 -3.35 -2.60 0.19
C21 -2.41 4.77 1.37
H1 2.86 1.81 -3.05
H2 -4.20 -1.04 3.15
H3 2.45 -4.19 -2.96
H4 2.49 -0.95 -3.51
H5 4.28 2.84 -2.66
H6 3.13 0.15 2.19
H7 1.55 -2.09 -4.51
H8 -5.66 1.31 1.42
H9 5.12 2.50 -0.09
H10 0.86 -3.03 1.45
H11 -0.34 -0.66 3.07
H12 4.19 1.18 -1.99
H13 -2.34 -0.93 -2.63
H14 -0.22 -1.55 1.02
H15 1.20 -5.13 -2.16
H16 4.14 2.63 1.36
H17 -4.23 -3.11 0.59
H18 2.24 5.25 -1.40
H19 0.77 4.26 -1.42
H20 0.42 -2.75 3.16
H21 -4.62 0.80 0.06
H22 3.51 -1.61 2.32
H23 0.94 -0.43 -4.19
H24 -5.37 -0.44 1.11
H25 2.13 -3.12 2.68
H26 1.96 4.10 -2.71
H27 -2.80 1.92 0.64
H28 4.60 4.08 0.47
H29 -4.37 -2.06 -1.67
H30 -0.17 -3.45 -1.60
H31 -2.18 -2.83 1.97
H32 -4.51 0.56 3.90
H33 -2.83 -0.04 3.72
H34 2.94 -0.92 0.78
H35 0.97 -4.66 -3.78
H36 -0.24 0.25 -2.22

The spin multiplicity is 2. As for the HOMO energy (alpha / beta): -6.41 / -6.41 eV. Its frontier orbital gap (alpha / beta) is 6.6381 / 5.9928 eV.

Per-atom Mulliken charges, elementary charge units: atom 1 (Yb): 0.559, atom 2 (Cl): -0.684, atom 3 (Cl): 0.165, atom 4 (Cl): -0.619, atom 5 (Si): 0.829, atom 6 (O): -0.645, atom 7 (O): -0.256, atom 8 (O): -0.638, atom 9 (O): -0.228, atom 10 (N): 0.399, atom 11 (N): 0.457, atom 12 (C): 0.305, atom 13 (C): -0.976, atom 14 (C): -1.309, atom 15 (C): -0.977, atom 16 (C): -0.584, atom 17 (C): 0.316, atom 18 (C): -0.883, atom 19 (C): -0.941, atom 20 (C): -1.147, atom 21 (C): -0.631, atom 22 (C): -1.197, atom 23 (C): 1.445, atom 24 (C): -0.638, atom 25 (C): -1.670, atom 26 (C): -1.492, atom 27 (C): -0.312, atom 28 (C): -0.858, atom 29 (C): 2.024, atom 30 (C): -1.010, atom 31 (C): -0.665, atom 32 (C): 0.146, atom 33 (H): 0.279, atom 34 (H): 0.331, atom 35 (H): 0.346, atom 36 (H): 0.256, atom 37 (H): 0.382, atom 38 (H): 0.292, atom 39 (H): 0.432, atom 40 (H): 0.313, atom 41 (H): 0.370, atom 42 (H): 0.316, atom 43 (H): 0.125, atom 44 (H): 0.333, atom 45 (H): 0.453, atom 46 (H): -0.250, atom 47 (H): 0.431, atom 48 (H): 0.326, atom 49 (H): 0.440, atom 50 (H): 0.357, atom 51 (H): 0.111, atom 52 (H): 0.312, atom 53 (H): 0.300, atom 54 (H): 0.410, atom 55 (H): 0.314, atom 56 (H): 0.317, atom 57 (H): 0.380, atom 58 (H): 0.331, atom 59 (H): 0.304, atom 60 (H): 0.391, atom 61 (H): 0.406, atom 62 (H): 0.393, atom 63 (H): 0.429, atom 64 (H): 0.336, atom 65 (H): 0.213, atom 66 (H): 0.283, atom 67 (H): 0.362, atom 68 (H): 0.593

Record 3
Density functional theory data (ωB97M-V/def2-TZVPD) for 8 unconnected molecules or ions with the total composition C21H36ClO25.

Atoms and positions in Å:
Cl1 0.84 0.37 0.12
O1 5.52 -1.12 -2.56
O2 -0.13 -4.53 2.94
O3 1.22 3.47 -5.41
O4 -3.99 -0.58 -2.68
O5 -2.88 0.70 -4.06
O6 1.28 -4.93 1.24
O7 6.65 -2.84 -3.49
O8 -0.12 1.28 -0.42
O9 -4.63 -2.01 1.38
O10 -2.54 -2.44 2.11
O11 -1.38 6.22 2.08
O12 3.18 -0.19 6.86
O13 -0.98 3.06 -5.22
O14 0.90 -0.86 -0.64
O15 2.14 1.04 0.10
O16 4.99 -3.17 -2.03
O17 -1.62 4.80 0.47
O18 0.10 3.36 -3.43
O19 -3.22 -2.81 0.00
O20 -4.43 -0.74 -4.86
O21 -3.40 5.29 1.73
O22 0.51 0.03 1.48
O23 2.71 0.39 4.73
O24 4.81 0.22 5.38
O25 -0.30 -6.35 1.65
C1 0.25 -5.21 2.03
C2 -3.37 -2.45 1.27
C3 -1.87 6.87 3.24
C4 -3.11 0.15 -1.83
C5 4.04 -2.36 -1.35
C6 -1.20 2.99 -6.63
C7 1.25 3.51 -2.58
C8 -1.94 -3.31 -0.37
C9 3.47 0.56 3.56
C10 0.23 3.33 -4.74
C11 -2.46 1.18 -2.81
C12 -2.23 5.41 1.45
C13 -3.84 -0.20 -3.96
C14 3.52 0.11 5.77
C15 4.67 -0.97 -1.41
C16 4.87 0.11 3.96
C17 -5.08 -1.62 2.65
C18 1.95 -3.70 1.48
C19 5.82 -2.39 -2.76
C20 -2.35 3.78 -0.22
C21 -1.00 -7.08 2.63
H1 -1.11 7.61 3.45
H2 1.58 4.54 -2.73
H3 -4.94 -2.40 3.41
H4 -1.96 -3.52 -1.44
H5 5.02 -0.94 3.72
H6 3.72 -2.70 -0.38
H7 -1.73 -4.17 0.27
H8 -1.05 3.97 -7.08
H9 -0.62 2.18 -7.04
H10 -0.40 -7.29 3.51
H11 2.00 -3.15 0.55
H12 -4.46 -0.79 3.01
H13 3.15 0.05 2.66
H14 4.00 -0.16 -1.68
H15 -2.30 -0.38 -1.33
H16 5.63 0.79 3.60
H17 -3.36 4.08 -0.50
H18 1.47 -3.11 2.25
H19 -1.29 -8.06 2.26
H20 5.30 -0.76 -0.54
H21 3.01 -3.84 1.71
H22 2.01 2.85 -3.00
H23 1.03 3.21 -1.56
H24 3.53 1.58 3.17
H25 -1.79 3.47 -1.09
H26 -1.37 1.14 -2.74
H27 -3.60 0.63 -0.98
H28 -2.27 2.82 -6.73
H29 3.10 -2.33 -1.93
H30 -6.14 -1.40 2.65
H31 -1.12 -2.60 -0.23
H32 -2.52 2.98 0.51
H33 -1.95 6.22 4.11
H34 -2.78 7.43 3.01
H35 -2.80 2.21 -2.68
H36 -1.87 -6.52 2.99

The spin multiplicity is 1. As for the HOMO energy: -7.52 eV. Its frontier orbital gap is 9.7548 eV. Its total charge is -1.

Per-atom Mulliken charges, elementary charge units: atom 1 (Cl): 1.704, atom 2 (O): -0.369, atom 3 (O): -0.544, atom 4 (O): -0.587, atom 5 (O): -0.349, atom 6 (O): -0.331, atom 7 (O): -0.381, atom 8 (O): -0.561, atom 9 (O): -0.570, atom 10 (O): -0.324, atom 11 (O): -0.500, atom 12 (O): -0.351, atom 13 (O): -0.538, atom 14 (O): -0.251, atom 15 (O): -0.662, atom 16 (O): -0.755, atom 17 (O): -0.387, atom 18 (O): -0.197, atom 19 (O): -0.064, atom 20 (O): -0.305, atom 21 (O): -0.622, atom 22 (O): -0.571, atom 23 (O): -0.698, atom 24 (O): -0.275, atom 25 (O): -0.360, atom 26 (O): -0.347, atom 27 (C): 0.952, atom 28 (C): 0.801, atom 29 (C): -0.681, atom 30 (C): 0.370, atom 31 (C): 0.540, atom 32 (C): -0.755, atom 33 (C): -0.661, atom 34 (C): -0.447, atom 35 (C): 0.058, atom 36 (C): 0.645, atom 37 (C): 0.468, atom 38 (C): 0.672, atom 39 (C): 0.577, atom 40 (C): 0.603, atom 41 (C): -0.007, atom 42 (C): -0.281, atom 43 (C): -0.676, atom 44 (C): -0.506, atom 45 (C): 0.614, atom 46 (C): -0.299, atom 47 (C): -0.689, atom 48 (H): 0.241, atom 49 (H): 0.356, atom 50 (H): 0.294, atom 51 (H): 0.304, atom 52 (H): 0.243, atom 53 (H): -0.182, atom 54 (H): 0.164, atom 55 (H): 0.316, atom 56 (H): 0.316, atom 57 (H): 0.312, atom 58 (H): -0.121, atom 59 (H): 0.302, atom 60 (H): 0.054, atom 61 (H): 0.100, atom 62 (H): -0.243, atom 63 (H): 0.304, atom 64 (H): 0.437, atom 65 (H): 0.403, atom 66 (H): 0.248, atom 67 (H): 0.202, atom 68 (H): 0.354, atom 69 (H): 0.318, atom 70 (H): 0.132, atom 71 (H): 0.179, atom 72 (H): -0.197, atom 73 (H): -0.157, atom 74 (H): 0.200, atom 75 (H): 0.230, atom 76 (H): 0.086, atom 77 (H): 0.228, atom 78 (H): 0.152, atom 79 (H): 0.354, atom 80 (H): 0.285, atom 81 (H): 0.316, atom 82 (H): 0.085, atom 83 (H): 0.283